Entry from the OMol25 dataset: a single C6H10O2S molecule in a non-equilibrium geometry (the ωB97M-V functional and the def2-TZVPD basis).

Values from the calculation:
Electronic energy (Ha): -783.1814
Frontier orbital gap (eV): 9.5
Energy above the lowest of the compared OMol25 structures with the same formula, charge and spin (eV): 2.041

Structure (ORCA input):
```
! wB97M-V def2-TZVPD RIJCOSX def2/J DEFGRID3
* xyz 0 1
C -0.403 -0.019 0.337
C -0.942 1.226 -0.096
C 0.186 0.084 1.713
C -0.470 -1.248 -0.559
C -1.217 1.673 -1.446
C 1.701 -0.243 1.701
O -1.689 3.243 1.444
O -0.017 1.450 2.124
S -0.474 2.564 1.013
H -0.265 -0.695 2.540
H -0.721 -0.773 -1.583
H -1.287 -1.832 -0.145
H 0.614 -1.752 -0.508
H -0.197 1.463 -1.971
H -1.557 2.694 -1.711
H -1.920 1.075 -1.900
H 2.211 0.442 2.489
H 2.123 0.101 0.706
H 2.162 -1.175 1.832
*
```

Entry from the OMol25 dataset: C45H36BrCuN2O5P2Se2 as an isolated structure (the ωB97M-V functional and the def2-TZVPD basis).

Values from the calculation:
Electronic energy (Ha): -11922.4075
Frontier orbital gap (alpha / beta) (eV): 6.7 / 7.2
⟨S²⟩: 0.76
Energy above the lowest of the compared OMol25 structures with the same formula, charge and spin (eV): 0.000

Structure (ORCA input):
```
! wB97M-V def2-TZVPD RIJCOSX def2/J DEFGRID3
* xyz -1 2
Cu -0.063 0.381 0.575
Se 3.738 0.172 -1.183
P 2.263 0.809 -2.600
Se 0.168 0.733 -2.071
C 2.438 -0.131 -4.166
C 1.803 0.316 -5.322
C 1.883 -0.418 -6.494
C 2.588 -1.615 -6.520
C 3.216 -2.068 -5.369
C 3.146 -1.326 -4.196
C 2.637 2.547 -3.103
C 1.617 3.380 -3.562
C 1.881 4.701 -3.898
C 3.165 5.209 -3.768
C 4.186 4.387 -3.310
C 3.923 3.064 -2.979
H 1.234 1.238 -5.302
H 1.388 -0.059 -7.389
H 2.645 -2.191 -7.435
H 3.767 -3.000 -5.382
H 3.643 -1.666 -3.295
H 0.605 2.997 -3.616
H 1.076 5.337 -4.245
H 3.368 6.245 -4.012
H 5.190 4.777 -3.196
H 4.714 2.425 -2.605
O -1.946 -1.827 0.337
C -1.140 -1.285 1.036
C -0.825 -1.655 2.451
C -1.800 -1.992 3.381
C -1.434 -2.233 4.696
C -0.097 -2.170 5.069
C 0.880 -1.848 4.133
C 0.519 -1.562 2.822
P 1.601 -1.071 1.411
C 1.804 -2.679 0.569
C 1.453 -2.769 -0.773
C 1.570 -3.981 -1.441
C 2.042 -5.101 -0.772
C 2.385 -5.017 0.572
C 2.262 -3.810 1.242
C 3.201 -0.747 2.220
C 4.388 -1.353 1.816
C 5.594 -0.991 2.400
C 5.631 -0.016 3.386
C 4.454 0.602 3.787
C 3.249 0.242 3.204
H -2.837 -2.039 3.072
H -2.191 -2.468 5.434
H 0.189 -2.364 6.095
H 1.920 -1.795 4.432
H 1.082 -1.889 -1.289
H 1.293 -4.046 -2.486
H 2.139 -6.045 -1.296
H 2.741 -5.894 1.100
H 2.515 -3.744 2.295
H 4.371 -2.097 1.030
H 6.509 -1.467 2.071
H 6.574 0.269 3.835
H 4.472 1.374 4.547
H 2.337 0.737 3.514
Br -3.827 4.736 2.162
C -4.567 3.544 0.876
C -5.731 3.955 0.242
C -6.306 3.145 -0.724
C -5.704 1.942 -1.066
C -4.530 1.558 -0.440
C -3.949 2.344 0.554
C -2.689 1.809 1.214
O -2.616 1.831 2.457
O -1.849 1.356 0.396
H -6.177 4.904 0.505
H -7.218 3.462 -1.215
H -6.143 1.309 -1.827
H -4.025 0.640 -0.714
O -3.307 3.199 5.475
C -2.268 4.136 5.380
N -1.307 3.690 4.394
C -0.136 4.319 4.192
O 0.287 5.234 4.890
C 0.589 3.832 2.970
C 1.347 4.711 2.209
C 1.883 4.271 1.012
C 1.621 2.973 0.598
N 0.919 2.116 1.341
C 0.436 2.535 2.510
H -3.617 2.997 4.580
H -1.792 4.211 6.356
H -2.644 5.130 5.105
H -1.662 3.058 3.674
H 1.491 5.723 2.566
H 2.475 4.923 0.384
H 1.975 2.601 -0.352
H -0.121 1.803 3.083
*
```

Entry from the OMol25 dataset: a 13-piece molecular cluster, C34H94O29S8 overall in a non-equilibrium geometry (the ωB97M-V functional and the def2-TZVPD basis).

Values from the calculation:
Electronic energy (Ha): -6718.8979
Frontier orbital gap (eV): 9.9
Energy above the lowest of the compared OMol25 structures with the same formula, charge and spin (eV): 6.164

Structure (ORCA input):
```
! wB97M-V def2-TZVPD RIJCOSX def2/J DEFGRID3
* xyz 0 1
C 0.352 -4.567 -10.116
C 0.467 -4.260 -11.629
O -0.775 -3.998 -12.080
H 1.381 -4.441 -9.779
H -0.022 -5.542 -9.806
H -0.241 -3.814 -9.596
H 0.981 -5.010 -12.231
H 0.942 -3.279 -11.663
H -1.166 -4.855 -12.265
C -7.892 0.369 2.382
C -8.954 -0.688 1.799
O -10.167 -0.753 2.587
H -7.770 0.194 3.451
H -8.227 1.379 2.146
H -7.012 0.344 1.739
H -8.526 -1.690 1.830
H -9.190 -0.620 0.737
H -10.659 -1.560 2.417
C -7.357 1.817 -3.806
C -6.663 0.499 -3.875
O -5.479 0.484 -3.061
H -7.393 2.045 -2.740
H -8.341 1.759 -4.272
H -6.762 2.580 -4.308
H -6.383 0.369 -4.921
H -7.264 -0.368 -3.599
H -5.056 -0.351 -3.273
C 4.201 -6.298 1.075
C 3.077 -6.307 -0.010
O 3.121 -7.600 -0.508
H 5.128 -6.463 0.525
H 4.054 -7.011 1.886
H 4.363 -5.292 1.462
H 3.340 -5.604 -0.801
H 2.110 -5.976 0.369
H 3.732 -7.569 -1.248
C -2.879 3.543 -6.974
C -3.008 5.022 -7.520
O -2.554 5.062 -8.816
H -1.822 3.288 -7.051
H -3.422 2.799 -7.558
H -3.099 3.524 -5.907
H -2.327 5.647 -6.942
H -4.009 5.449 -7.469
H -2.904 5.907 -9.108
O -4.400 2.561 6.294
S -4.793 2.393 7.659
O -5.020 1.123 8.355
O -3.642 3.248 8.563
C -3.590 3.118 9.992
C -2.181 3.472 10.572
C -6.283 3.405 7.945
H -3.930 2.148 10.356
H -4.373 3.779 10.364
H -1.890 4.478 10.267
H -1.383 2.834 10.192
H -2.265 3.481 11.659
H -5.958 4.332 7.472
H -6.517 3.441 9.009
H -7.040 3.158 7.200
O 5.156 -1.828 -8.918
S 6.075 -1.848 -10.097
O 7.174 -2.774 -10.149
O 5.236 -1.907 -11.503
C 5.884 -2.272 -12.748
C 5.491 -1.231 -13.829
C 6.674 -0.187 -10.278
H 5.409 -3.185 -13.106
H 6.942 -2.506 -12.622
H 4.409 -1.124 -13.908
H 5.921 -1.542 -14.781
H 5.848 -0.224 -13.614
H 5.807 0.444 -10.473
H 7.416 -0.019 -11.059
H 7.177 0.181 -9.384
O 5.918 1.928 -4.261
S 6.913 1.443 -3.347
O 8.197 0.903 -3.827
O 7.250 2.504 -2.094
C 6.213 3.443 -1.874
C 6.813 4.609 -1.035
C 6.216 0.127 -2.220
H 5.388 3.043 -1.285
H 5.851 3.840 -2.822
H 6.059 5.180 -0.492
H 7.397 5.306 -1.636
H 7.466 4.221 -0.254
H 7.057 -0.232 -1.627
H 5.745 -0.651 -2.821
H 5.529 0.610 -1.525
O 0.085 4.829 5.300
S 0.319 6.197 5.746
O 1.189 6.550 6.833
O 0.791 7.213 4.488
C 0.219 6.940 3.240
C 1.142 5.999 2.490
C -1.357 6.928 6.088
H 0.163 7.878 2.688
H -0.786 6.517 3.224
H 2.018 6.575 2.191
H 0.657 5.610 1.595
H 1.498 5.135 3.052
H -1.390 7.963 5.747
H -1.668 6.907 7.133
H -2.159 6.448 5.527
O -4.326 -6.167 -4.730
S -3.585 -5.614 -3.594
O -3.618 -4.160 -3.364
O -4.275 -6.367 -2.196
C -4.005 -5.728 -0.967
C -5.232 -4.958 -0.307
C -1.883 -6.309 -3.482
H -3.186 -5.019 -1.086
H -3.739 -6.499 -0.244
H -5.523 -4.170 -1.001
H -4.919 -4.561 0.659
H -6.092 -5.595 -0.098
H -1.220 -5.597 -2.991
H -1.462 -6.463 -4.475
H -1.879 -7.259 -2.948
O -0.811 -2.538 1.267
S -0.181 -1.415 0.599
O 1.253 -1.232 0.676
O -0.670 -1.445 -1.019
C -0.067 -0.477 -1.904
C 0.774 -1.208 -2.995
C -1.095 0.161 1.092
H 0.560 0.232 -1.363
H -0.839 0.092 -2.420
H 1.373 -0.533 -3.607
H 0.112 -1.752 -3.667
H 1.493 -1.881 -2.527
H -2.077 -0.169 1.432
H -1.215 0.972 0.374
H -0.552 0.502 1.973
O -0.325 -2.177 6.847
S -0.460 -3.494 7.397
O 0.417 -4.591 7.161
O -0.624 -3.290 9.031
C -1.226 -2.142 9.529
C -2.474 -2.455 10.369
C -2.236 -4.062 7.009
H -1.554 -1.406 8.795
H -0.468 -1.603 10.096
H -2.478 -3.467 10.773
H -3.362 -2.441 9.737
H -2.611 -1.737 11.177
H -2.974 -3.280 7.186
H -2.432 -4.913 7.662
H -2.223 -4.469 5.997
O 5.741 3.530 4.784
S 6.485 2.331 5.134
O 7.857 2.037 4.674
O 6.462 2.285 6.814
C 5.331 2.841 7.498
C 5.721 2.581 8.966
C 5.437 0.835 4.732
H 4.378 2.367 7.261
H 5.314 3.912 7.297
H 6.504 3.286 9.243
H 6.055 1.545 9.033
H 4.903 2.597 9.686
H 5.536 0.531 3.690
H 4.385 0.997 4.969
H 5.789 -0.060 5.245
*
```

Entry from the OMol25 dataset: a 2-piece molecular cluster, C2H5FIN overall in a non-equilibrium geometry (the ωB97M-V functional and the def2-TZVPD basis).

Values from the calculation:
Electronic energy (Ha): -531.3858
Frontier orbital gap (eV): 9.1
Energy above the lowest of the compared OMol25 structures with the same formula, charge and spin (eV): 3.299

Structure (ORCA input):
```
! wB97M-V def2-TZVPD RIJCOSX def2/J DEFGRID3
* xyz 0 1
C 0.611 -0.710 -1.100
C -0.711 0.484 1.262
N 0.279 0.556 -0.638
F -0.013 1.452 1.839
I -2.667 1.029 0.980
H 0.706 -0.597 -2.216
H 1.543 -1.258 -0.752
H -0.121 -1.497 -0.924
H -0.693 -0.428 1.696
H 1.066 0.968 -0.147
*
```

Entry from the OMol25 dataset: C37H52AsN9SY as an isolated structure in a non-equilibrium geometry (the ωB97M-V functional and the def2-TZVPD basis).

Values from the calculation:
Electronic energy (Ha): -4606.2007
Frontier orbital gap (eV): 6.3
Energy above the lowest of the compared OMol25 structures with the same formula, charge and spin (eV): 0.341

Structure (ORCA input):
```
! wB97M-V def2-TZVPD RIJCOSX def2/J DEFGRID3
* xyz 1 1
Y -0.183 -0.356 -0.389
N 0.503 -1.750 -2.590
C -0.268 -1.752 -3.834
C -1.621 -1.142 -3.561
N -1.507 0.148 -2.860
C -0.756 1.127 -3.668
C 0.731 1.199 -3.359
N 0.914 1.391 -1.909
C -2.870 0.646 -2.598
C -2.897 1.705 -1.516
N -2.382 1.125 -0.273
H 1.503 -1.778 -2.754
H 0.316 -2.600 -2.067
H -0.404 -2.753 -4.247
H 0.265 -1.185 -4.597
H -2.195 -1.810 -2.917
H -2.188 -1.027 -4.495
H -1.179 2.116 -3.481
H -0.904 0.940 -4.738
H 1.162 2.024 -3.931
H 1.266 0.301 -3.644
H 0.516 2.293 -1.669
H 1.903 1.435 -1.682
H -3.466 -0.205 -2.264
H -3.337 1.019 -3.519
H -3.914 2.092 -1.418
H -2.267 2.558 -1.782
H -2.992 0.382 0.053
H -2.339 1.819 0.463
N -2.929 -3.394 1.985
C -2.313 -2.303 1.505
S -2.240 -2.178 -0.238
N -1.873 -1.453 2.405
N -1.166 -0.412 1.892
C -0.776 0.429 2.771
C -0.038 1.642 2.409
C 0.232 2.560 3.418
C 0.851 3.756 3.105
C 1.174 3.999 1.782
C 0.886 3.025 0.842
N 0.302 1.855 1.117
H -3.213 -4.122 1.358
H -2.922 -3.556 2.978
H -1.032 0.265 3.813
H -0.054 2.327 4.435
H 1.070 4.482 3.878
H 1.653 4.917 1.470
H 1.177 3.215 -0.182
C 7.301 -2.302 3.441
C 5.874 -2.469 2.999
C 4.916 -1.500 3.258
C 3.592 -1.655 2.861
C 2.633 -0.541 3.202
C 3.198 -2.816 2.168
As 1.279 -2.874 1.748
N 1.341 -1.893 0.138
C 2.591 -1.738 -0.492
C 3.210 -0.479 -0.493
C 4.400 -0.243 -1.175
C 5.024 -1.273 -1.859
C 4.451 -2.541 -1.833
C 3.259 -2.773 -1.166
C 0.861 -4.796 1.538
C 0.873 -5.462 2.781
C 1.327 -4.810 4.064
C 0.460 -6.788 2.853
C 0.018 -7.490 1.740
C -0.410 -8.927 1.844
C -0.011 -6.814 0.531
C 0.394 -5.488 0.413
C 0.309 -4.864 -0.953
C 4.162 -3.793 1.877
C 3.889 -5.062 1.109
C 5.473 -3.602 2.308
H 7.475 -1.310 3.856
H 7.988 -2.445 2.604
H 7.563 -3.036 4.205
H 5.202 -0.596 3.787
H 3.174 0.292 3.653
H 1.857 -0.868 3.898
H 2.119 -0.168 2.314
H 2.789 0.311 0.125
H 4.857 0.740 -1.136
H 5.958 -1.103 -2.378
H 4.945 -3.365 -2.337
H 2.837 -3.770 -1.156
H 0.835 -3.850 4.237
H 2.403 -4.623 4.073
H 1.095 -5.457 4.909
H 0.481 -7.286 3.818
H -0.499 -9.238 2.884
H 0.312 -9.589 1.360
H -1.374 -9.091 1.359
H -0.361 -7.327 -0.361
H -0.712 -4.915 -1.340
H 0.962 -5.376 -1.666
H 0.603 -3.825 -0.887
H 3.023 -4.991 0.459
H 3.709 -5.901 1.788
H 4.757 -5.313 0.498
H 6.209 -4.366 2.075
*
```

Entry from the OMol25 dataset: an isolated ion of composition C6H9BrNS and charge +1 in a non-equilibrium geometry (the ωB97M-V functional and the def2-TZVPD basis).

Values from the calculation:
Electronic energy (Ha): -3260.4744
Frontier orbital gap (alpha / beta) (eV): 7.7 / 6.0
⟨S²⟩: 2.02
Energy above the lowest of the compared OMol25 structures with the same formula, charge and spin (eV): 1.721

Structure (ORCA input):
```
! wB97M-V def2-TZVPD RIJCOSX def2/J DEFGRID3
* xyz 1 3
C 2.797 -2.075 -0.642
C 2.205 -2.394 0.678
C 2.300 -0.914 -1.068
C 1.198 -1.602 1.090
C -1.027 1.893 -1.148
C -1.086 -0.130 0.189
N -1.838 0.675 -1.000
S 0.944 -0.202 0.049
Br -2.065 -1.880 0.028
H 3.578 -2.595 -1.092
H 2.689 -3.168 1.233
H 2.798 -0.297 -1.834
H -1.195 2.659 -0.336
H 0.023 1.608 -1.252
H -1.494 2.381 -2.090
H 0.567 -1.987 1.881
H -2.829 0.796 -0.697
H -1.714 0.215 -1.897
*
```

Entry from the OMol25 dataset: a single C5H9O2P molecule in a non-equilibrium geometry (the ωB97M-V functional and the def2-TZVPD basis).

Values from the calculation:
Electronic energy (Ha): -687.6789
SMILES: C#C[P@](C)(=O)OCC
Frontier orbital gap (eV): 11.5
Energy above the lowest of the compared OMol25 structures with the same formula, charge and spin (eV): 2.190

Structure (ORCA input):
```
! wB97M-V def2-TZVPD RIJCOSX def2/J DEFGRID3
* xyz 0 1
C -0.790 0.280 -3.250
C 0.111 -0.332 -2.720
C -1.330 -1.583 1.019
C 1.853 1.200 -0.844
C -0.417 -0.525 0.456
O 2.599 -1.386 -1.660
O 0.742 -1.161 -0.001
P 1.456 -0.543 -1.299
H -1.348 0.844 -3.884
H -0.990 -2.062 1.962
H -2.409 -1.151 1.156
H -1.422 -2.389 0.277
H 1.051 1.780 -0.662
H 2.459 1.371 0.073
H 2.266 1.519 -1.766
H -0.261 0.288 1.298
H -0.602 0.113 -0.355
*
```

Entry from the OMol25 dataset: a 2-piece molecular cluster, C27H20F3NO5S overall in a non-equilibrium geometry (the ωB97M-V functional and the def2-TZVPD basis).

Values from the calculation:
Electronic energy (Ha): -2169.3845
Frontier orbital gap (eV): 3.1

Structure (ORCA input):
```
! wB97M-V def2-TZVPD RIJCOSX def2/J DEFGRID3
* xyz 0 1
F 2.463 1.055 2.132
C 1.430 0.185 2.153
F 1.533 -0.626 1.065
F 1.513 -0.579 3.264
S -0.174 1.165 2.123
C -1.340 -0.098 2.052
C -2.714 0.140 2.188
C -3.602 -0.989 2.230
C -4.962 -0.825 2.334
C -5.511 0.475 2.388
N -6.922 0.637 2.403
O -7.428 1.780 2.427
O -7.618 -0.404 2.385
C -4.667 1.608 2.375
C -3.300 1.454 2.282
O -0.198 1.895 3.370
O -0.137 1.913 0.883
H -0.960 -1.112 1.977
H -3.165 -1.985 2.187
H -5.641 -1.673 2.362
H -5.122 2.597 2.435
H -2.650 2.331 2.282
C 6.456 -0.857 1.322
C 5.906 -1.733 0.383
C 5.447 -1.252 -0.841
C 5.540 0.117 -1.089
O 4.941 0.661 -2.235
C 3.545 0.645 -2.301
C 2.869 1.821 -1.952
C 1.521 1.751 -1.732
C 0.762 0.576 -2.018
C -0.612 0.625 -1.691
C -1.667 -0.274 -1.970
C -2.982 0.288 -1.969
C -4.094 -0.489 -2.220
C -3.941 -1.852 -2.532
C -2.658 -2.425 -2.536
C -1.537 -1.673 -2.198
C 1.460 -0.514 -2.614
C 2.850 -0.525 -2.634
C 6.148 1.001 -0.190
C 6.565 0.508 1.042
H 6.819 -1.245 2.273
H 5.838 -2.803 0.585
H 5.014 -1.908 -1.600
H 3.433 2.737 -1.787
H 0.995 2.616 -1.341
H -0.923 1.556 -1.221
H -3.074 1.358 -1.769
H -5.087 -0.039 -2.187
H -4.818 -2.455 -2.766
H -2.543 -3.475 -2.805
H -0.561 -2.147 -2.077
H 0.907 -1.357 -3.028
H 3.407 -1.422 -2.907
H 6.247 2.051 -0.463
H 6.999 1.192 1.770
*
```

Question: electronic energy of number 3 (C34H94O29S8)?
Answer: -6718.8979 Ha

Question: Which of these has the lowest electronic energy?
Answer: C45H36BrCuN2O5P2Se2

Copy entry 7 word for word.
Entry from the OMol25 dataset: a single C5H9O2P molecule in a non-equilibrium geometry (the ωB97M-V functional and the def2-TZVPD basis).

Values from the calculation:
Electronic energy (Ha): -687.6789
SMILES: C#C[P@](C)(=O)OCC
Frontier orbital gap (eV): 11.5
Energy above the lowest of the compared OMol25 structures with the same formula, charge and spin (eV): 2.190

Structure (ORCA input):
```
! wB97M-V def2-TZVPD RIJCOSX def2/J DEFGRID3
* xyz 0 1
C -0.790 0.280 -3.250
C 0.111 -0.332 -2.720
C -1.330 -1.583 1.019
C 1.853 1.200 -0.844
C -0.417 -0.525 0.456
O 2.599 -1.386 -1.660
O 0.742 -1.161 -0.001
P 1.456 -0.543 -1.299
H -1.348 0.844 -3.884
H -0.990 -2.062 1.962
H -2.409 -1.151 1.156
H -1.422 -2.389 0.277
H 1.051 1.780 -0.662
H 2.459 1.371 0.073
H 2.266 1.519 -1.766
H -0.261 0.288 1.298
H -0.602 0.113 -0.355
*
```

Question: The lowest electronic energy belongs to which entry?
Answer: C45H36BrCuN2O5P2Se2